An isolated ion of composition C5H10N and charge +1 at a distorted geometry, computed with the ωB97M-V functional and the def2-TZVPD basis.

```
16
C5H10N, DFT the ωB97M-V functional and the def2-TZVPD basis
C -0.169 0.860 0.399
C 0.786 0.017 0.397
C -1.036 2.031 0.351
C 2.388 -0.581 0.001
C -1.128 -1.254 -0.605
N -0.505 -0.660 0.544
H -1.890 1.746 -0.405
H -0.411 2.770 -0.048
H -1.391 2.092 1.385
H 2.853 -1.190 0.785
H 2.841 0.394 -0.366
H 2.310 -1.280 -0.781
H -0.923 -0.812 -1.548
H -0.629 -2.182 -0.545
H -2.139 -1.184 -0.555
H -0.877 -0.999 1.371
```

Properties
HOMO energy (spin up / spin down) (eV): -10.3 / -16.1
<S²>: 2.009
Kohn-Sham gap (spin up / spin down) (eV): 7.3 / 8.6
M (g mol⁻¹): 84.14
E_LUMO (spin up / spin down) (eV): -3.0 / -7.5
Net charge: +1
Multiplicity: 3
Max |F| (eV/A): 16.23
Electronic energy (hartree): -250.68777

---

An isolated ion of composition C5H10N2 and charge -1 at a distorted geometry, computed with the ωB97M-V functional and the def2-TZVPD basis.

```
17
C5H10N2, DFT the ωB97M-V functional and the def2-TZVPD basis
C -1.462 -0.968 -0.578
C -0.299 0.034 -0.760
C 0.665 0.127 0.428
C 0.267 0.614 1.627
C 2.915 0.219 -0.543
N 1.907 -0.277 0.172
N -2.547 -0.488 0.275
H -1.872 -1.112 -1.583
H -1.157 -1.907 -0.119
H -0.816 1.008 -0.723
H 0.282 -0.130 -1.663
H -0.704 1.083 1.732
H 0.977 0.855 2.402
H 3.155 -0.119 -1.573
H 3.702 0.871 -0.131
H -2.117 -0.193 1.152
H -2.897 0.385 -0.114
```

Properties
HOMO energy (spin up / spin down) (eV): -0.9 / -2.1
<S²>: 0.755
Kohn-Sham gap (spin up / spin down) (eV): 5.2 / 6.3
M (g mol⁻¹): 98.15
E_LUMO (spin up / spin down) (eV): 4.3 / 4.2
Net charge: -1
Multiplicity: 2
Max |F| (eV/A): 1.88
Electronic energy (hartree): -305.91147

---

C5H10N2 as an isolated structure at a distorted geometry, computed with the ωB97M-V functional and the def2-TZVPD basis.

```
17
C5H10N2, DFT the ωB97M-V functional and the def2-TZVPD basis
C -1.097 -1.333 0.099
C 1.870 -0.834 0.649
C -1.667 0.924 -0.229
C -0.543 -0.176 -0.434
C 1.032 0.324 0.188
N 0.249 -0.092 -1.560
N 1.316 1.492 0.566
H 0.304 0.866 -1.902
H 0.659 2.213 0.277
H -1.555 -1.347 1.075
H -1.059 -2.262 -0.451
H 1.945 -1.575 -0.147
H 2.855 -0.479 0.941
H 1.407 -1.313 1.514
H -1.792 1.161 0.827
H -1.317 1.826 -0.739
H -2.608 0.605 -0.674
```

Properties
HOMO energy (spin up / spin down) (eV): -7.9 / -8.2
Kohn-Sham gap (spin up / spin down) (eV): 7.7 / 7.9
M (g mol⁻¹): 98.15
E_LUMO (spin up / spin down) (eV): -0.2 / -0.3
Max |F| (eV/A): 3.27
Electronic energy (hartree): -305.85561

---

One molecule with the formula C5H10N2 at a distorted geometry, computed with the ωB97M-V functional and the def2-TZVPD basis.

```
17
C5H10N2, DFT the ωB97M-V functional and the def2-TZVPD basis
C 2.436 -0.661 0.070
C 1.050 -0.303 0.323
N 0.100 -1.144 0.295
N -1.280 -0.226 0.459
C -2.359 -0.866 -0.200
C -0.825 1.094 0.034
C 0.732 1.120 0.168
H 2.619 -0.177 -0.916
H 2.533 -1.725 -0.075
H 3.128 -0.528 0.958
H -2.383 -1.846 0.107
H -3.366 -0.366 0.175
H -2.185 -0.813 -1.394
H -1.348 1.895 0.676
H -1.264 1.348 -1.026
H 1.210 1.696 1.040
H 1.202 1.502 -0.695
```

Properties
HOMO energy (eV): -8.3
Kohn-Sham gap (eV): 9.3
M (g mol⁻¹): 98.15
E_LUMO (eV): 1.0
Structure (SMILES): CC1=NN(C)CC1
Max |F| (eV/A): 4.31
Electronic energy (hartree): -305.92519

---

One molecule with the formula C5H10N2 at a distorted geometry, computed with the ωB97M-V functional and the def2-TZVPD basis.

```
17
C5H10N2, DFT the ωB97M-V functional and the def2-TZVPD basis
C 0.660 -1.201 -0.670
C -0.010 -0.439 0.473
C 0.327 -1.042 1.829
N 0.409 1.017 0.517
C -0.073 1.832 -0.509
C -1.080 1.527 -1.296
N -1.789 1.239 -2.254
H 0.416 -0.739 -1.625
H 1.742 -1.197 -0.544
H 0.317 -2.233 -0.689
H -1.096 -0.452 0.327
H -0.038 -2.065 1.888
H -0.138 -0.462 2.622
H 1.404 -1.044 1.986
H 1.410 1.128 0.644
H 0.338 2.831 -0.557
H -2.800 1.299 -2.142
```

Properties
HOMO energy (eV): -7.4
Kohn-Sham gap (eV): 8.5
M (g mol⁻¹): 98.15
E_LUMO (eV): 1.0
Structure (SMILES): CC(C)NC=C=N
Max |F| (eV/A): 1.55
Electronic energy (hartree): -305.96553

---

One molecule with the formula C5H10N2 at a distorted geometry, computed with the ωB97M-V functional and the def2-TZVPD basis.

```
17
C5H10N2, DFT the ωB97M-V functional and the def2-TZVPD basis
C -1.417 -0.094 2.250
N -0.260 -0.240 1.379
C 0.304 0.884 1.015
C 1.214 0.784 -0.091
C 0.801 -0.139 -1.038
C -0.598 -0.163 -1.607
N 1.743 -0.791 -1.801
H -1.885 -1.069 2.413
H -1.129 0.305 3.229
H -2.174 0.574 1.820
H 0.028 1.874 1.407
H 2.233 1.133 0.009
H -1.071 -1.130 -1.414
H -0.573 -0.017 -2.693
H -1.231 0.625 -1.193
H 2.624 -0.969 -1.332
H 1.392 -1.567 -2.354
```

Properties
HOMO energy (eV): -7.7
Kohn-Sham gap (eV): 8.8
M (g mol⁻¹): 98.15
E_LUMO (eV): 1.1
Structure (SMILES): C/N=C/C=C(\C)N
Max |F| (eV/A): 2.20
Electronic energy (hartree): -305.96421